Density functional theory data (ωB97M-V/def2-TZVPD) for a 12-piece molecular cluster, C29H52Br22N overall at a distorted geometry.

Summary:
Net charge   -1
Multiplicity   1
Highest occupied orbital energy   -1.465 eV

Cartesian coordinates (Å):
C1 -5.8559 3.2717 -0.3079
C2 -6.0225 1.8194 0.1810
C3 -5.6005 1.6491 1.5316
C4 -4.5312 0.8488 1.9373
C5 -4.2604 0.7987 3.2589
C6 -4.9513 1.4972 4.1800
N1 -5.9992 2.2430 3.8441
C7 -6.2809 2.2784 2.5621
H1 -5.0504 3.8049 0.1751
H2 -6.7553 3.8713 -0.1799
H3 -5.6352 3.2991 -1.3697
H4 -5.3655 1.2042 -0.4323
H5 -3.9774 0.2760 1.2224
H6 -3.4409 0.2052 3.6246
H7 -4.6684 1.4398 5.2166
H8 -7.1363 2.8672 2.2708
Br1 -0.8167 -3.0155 5.2606
C8 0.1887 -1.5761 4.4170
C9 0.2849 -0.3674 5.3026
Br2 -1.3754 0.6335 5.3191
H9 -0.2993 -1.3659 3.4718
H10 1.1771 -1.9859 4.2332
H11 1.0341 0.3223 4.9194
H12 0.5199 -0.6189 6.3314
Br3 -5.0587 0.3550 -2.9009
C10 -6.5920 -0.5877 -3.6164
C11 -7.6605 -0.7242 -2.5640
Br4 -7.2154 -2.1163 -1.2804
H13 -6.2438 -1.5449 -3.9909
H14 -6.9458 0.0184 -4.4485
H15 -8.6021 -1.0369 -3.0118
H16 -7.8059 0.1922 -1.9939
Br5 -1.3468 -1.2621 -1.2362
C12 -1.0416 -2.1925 -2.9152
C13 -0.5294 -1.2706 -3.9822
Br6 -1.9287 -0.1389 -4.7153
H17 -1.9787 -2.6741 -3.1757
H18 -0.2927 -2.9491 -2.6977
H19 -0.1555 -1.8362 -4.8372
H20 0.2492 -0.6096 -3.6138
Br7 2.1647 -1.4995 0.1881
C14 3.5290 -2.8562 -0.0937
C15 3.8439 -3.6408 1.1465
Br8 4.9359 -2.5931 2.3704
H21 4.3965 -2.3367 -0.4833
H22 3.1287 -3.5126 -0.8580
H23 4.4402 -4.5162 0.8978
H24 2.9634 -3.9519 1.6950
Br9 -2.3549 2.8847 1.1439
C16 -0.6903 3.1706 0.1760
C17 -0.8999 4.1850 -0.9204
Br10 -1.8677 3.4063 -2.4230
H25 -0.3652 2.2058 -0.2019
H26 0.0311 3.5354 0.9057
H27 0.0486 4.5284 -1.3308
H28 -1.4791 5.0381 -0.5840
Br11 7.3562 -1.4694 -0.2177
C18 7.8372 -2.3851 -1.8685
C19 7.2180 -1.7401 -3.0802
Br12 5.3277 -2.1694 -3.2615
H29 7.5423 -3.4218 -1.7467
H30 8.9214 -2.3208 -1.9201
H31 7.6837 -2.1184 -3.9870
H32 7.2899 -0.6582 -3.0596
Br13 -6.2277 4.8547 7.8526
C20 -6.4342 3.0561 8.5596
C21 -5.2087 2.6159 9.3164
Br14 -3.7684 2.1223 8.1115
H33 -6.6618 2.4110 7.7169
H34 -7.2939 3.1052 9.2243
H35 -5.4189 1.7194 9.8957
H36 -4.8249 3.3893 9.9728
Br15 3.3775 1.2587 2.0641
C22 4.8076 1.8860 0.9106
C23 4.3072 2.8687 -0.1137
Br16 3.3461 1.9842 -1.5546
H37 5.2575 1.0052 0.4616
H38 5.5261 2.3630 1.5736
H39 5.1417 3.3763 -0.5925
H40 3.6306 3.6027 0.3100
Br17 12.6974 -4.5569 2.5495
C24 11.3640 -3.1503 2.7256
C25 10.3938 -3.1519 1.5769
Br18 11.1810 -2.3906 -0.0321
H41 11.9054 -2.2150 2.8137
H42 10.8451 -3.3598 3.6576
H43 9.5353 -2.5219 1.7995
H44 10.0519 -4.1475 1.3174
Br19 1.0387 -5.7653 -2.6786
C26 1.4068 -6.3938 -4.4785
C27 2.0159 -5.3273 -5.3494
Br20 0.6904 -4.0314 -5.9451
H45 0.4666 -6.7637 -4.8725
H46 2.1005 -7.2222 -4.3557
H47 2.4069 -5.7758 -6.2596
H48 2.8027 -4.7667 -4.8558
Br21 -3.8975 2.6462 -5.9061
C28 -2.9014 4.0844 -6.7526
C29 -2.6819 5.2401 -5.8146
Br22 -4.2939 6.3089 -5.6009
H49 -3.4502 4.3676 -7.6445
H50 -1.9487 3.6430 -7.0382
H51 -1.9373 5.9218 -6.2202
H52 -2.3818 4.9227 -4.8214

Atom charges from the Mulliken analysis, given in e for atoms 1 to 8: -1.1405, 0.2441, 0.4185, -1.1025, -0.1630, 0.1330, -0.5769, -0.6095

***

Density functional theory data (ωB97M-V/def2-TZVPD) for a 2-piece molecular cluster, ClH2NO2S overall at a distorted geometry.

Summary:
Multiplicity   1
Highest occupied orbital energy (alpha / beta)   -8.782 / -9.934 eV

Cartesian coordinates (Å):
N1 0.2105 0.3950 -0.4670
O1 1.2900 -0.4775 -0.1408
O2 -2.5965 1.6342 0.4687
S1 -2.2164 0.6379 -0.4888
Cl1 -3.2462 -1.1028 -0.0925
H1 1.3678 -1.1161 -0.8549
H2 0.2502 1.0855 0.2857

For each atom in turn, the Mulliken charge in e is: -0.2649, -0.3640, -0.3870, 0.5749, -0.1710, 0.3434, 0.2686

***

Density functional theory data (ωB97M-V/def2-TZVPD) for a 17-piece molecular cluster, C63H70Br2F9N7O14 overall at a distorted geometry.

Summary:
Multiplicity   1
Highest occupied orbital energy   -8.430 eV

Cartesian coordinates (Å):
C1 3.1170 0.8522 7.0989
N1 2.5372 1.4435 5.8803
O1 1.6892 0.7587 5.2911
O2 2.8762 2.5731 5.6161
H1 3.1301 -0.2111 6.8594
H2 2.4245 0.9159 7.9382
H3 4.1386 1.1290 7.3592
C2 5.7997 -1.5879 0.7447
N2 6.3557 -2.6522 1.6119
O3 7.3630 -2.3451 2.2084
O4 5.8805 -3.7842 1.7120
H4 5.6610 -2.0471 -0.2341
H5 6.5155 -0.7670 0.7005
H6 4.8394 -1.2820 1.1600
C3 2.8422 -0.4432 -3.7639
N3 2.8970 -1.7709 -3.1148
O5 2.3156 -2.7201 -3.6215
O6 3.4848 -1.8742 -2.0334
H7 3.8048 -0.0442 -3.4440
H8 1.9951 0.1341 -3.3934
H9 2.8510 -0.6978 -4.8237
C4 0.9493 -0.4067 -0.8680
N4 -0.2473 -0.2304 -0.0550
O7 -1.4147 -0.4466 -0.5260
O8 -0.0279 0.0303 1.1165
H10 1.8367 -0.7091 -0.3119
H11 1.2166 0.4764 -1.4482
H12 0.6328 -1.1800 -1.5680
C5 4.8872 3.2177 -0.6774
N5 4.1642 1.9542 -0.4664
O9 3.3643 1.5965 -1.3017
O10 4.2792 1.3814 0.5735
H13 5.9116 2.9248 -0.4474
H14 4.4765 4.0355 -0.0854
H15 4.7475 3.6173 -1.6819
C6 -1.9148 1.8630 5.1982
N6 -1.7451 3.2722 5.6937
O11 -1.0306 3.3771 6.6947
O12 -2.3860 4.1542 5.2825
H16 -1.3804 1.2117 5.8898
H17 -1.3674 1.9105 4.2568
H18 -2.9838 1.6564 5.1450
C7 2.1096 -1.8197 2.9984
N7 1.8414 -2.8519 1.9658
O13 2.4789 -3.8566 1.9899
O14 0.9015 -2.7281 1.2152
H19 2.8921 -1.0935 2.7783
H20 2.4370 -2.3599 3.8867
H21 1.1789 -1.3234 3.2734
Br1 -1.3341 -2.0650 -3.8342
C8 -3.1518 -2.1904 -3.0606
C9 -4.1468 -1.3636 -3.8057
Br2 -6.0159 -1.4667 -3.0635
H22 -3.0207 -1.9445 -2.0069
H23 -3.4342 -3.2342 -2.9231
H24 -4.0885 -1.5415 -4.8795
H25 -3.8360 -0.3228 -3.7152
F1 1.0287 -0.7677 -6.1334
C10 0.9533 -1.5042 -7.2247
C11 0.9936 -0.8903 -8.4733
C12 0.8924 -1.6247 -9.6475
C13 0.8357 -2.9853 -9.5089
C14 0.9074 -3.6031 -8.2462
C15 0.9890 -2.8419 -7.1248
H26 0.9766 0.1896 -8.4790
H27 0.6900 -1.1219 -10.5817
H28 0.7162 -3.5209 -10.4390
H29 0.9816 -4.6752 -8.1391
H30 0.9071 -3.3525 -6.1766
F2 6.4358 -1.2887 6.6451
C16 6.3485 -0.2933 5.6971
C17 7.2792 0.7963 5.7475
C18 7.0923 1.7881 4.8626
C19 6.0735 1.6859 3.9266
C20 5.1751 0.6241 3.8529
C21 5.3463 -0.4265 4.7626
H31 8.0926 0.9461 6.4421
H32 7.7323 2.6579 4.8802
H33 5.8893 2.5074 3.2501
H34 4.3648 0.6184 3.1389
H35 4.7557 -1.3287 4.8235
F3 -5.6033 5.6500 -1.6110
C22 -5.8318 4.5095 -2.3092
C23 -6.0249 4.5857 -3.6745
C24 -6.1046 3.3215 -4.3686
C25 -5.9645 2.1499 -3.6908
C26 -5.7357 2.1275 -2.3382
C27 -5.6705 3.3168 -1.6167
H36 -6.0341 5.5813 -4.0930
H37 -6.2525 3.3388 -5.4383
H38 -6.1816 1.2506 -4.2480
H39 -5.5829 1.1816 -1.8399
H40 -5.5299 3.3356 -0.5461
F4 2.1835 3.2355 -4.0833
C28 0.9445 2.7804 -3.7647
C29 0.4853 3.0274 -2.4870
C30 -0.8023 2.6745 -2.1016
C31 -1.6363 1.8886 -2.9812
C32 -1.1100 1.5447 -4.1926
C33 0.1051 2.0744 -4.6387
H41 1.1510 3.6604 -1.9191
H42 -1.1025 2.8383 -1.0772
H43 -2.6136 1.5400 -2.6816
H44 -1.7843 0.8854 -4.7189
H45 0.4242 1.8596 -5.6479
F5 2.8217 6.6735 0.3423
C34 2.4993 5.5616 1.0148
C35 1.3704 4.8109 0.5773
C36 1.0709 3.5795 1.1191
C37 1.8724 3.1249 2.1646
C38 2.9790 3.8367 2.6534
C39 3.3069 5.0392 2.0539
H46 0.8139 5.2431 -0.2411
H47 0.1953 3.0196 0.8256
H48 1.6821 2.1958 2.6814
H49 3.6273 3.4642 3.4327
H50 4.1115 5.6335 2.4611
F6 -1.9376 2.1998 1.5514
C40 -2.8072 3.2986 1.7684
C41 -2.4576 4.5638 1.2842
C42 -3.3476 5.6176 1.5761
C43 -4.5257 5.3957 2.1674
C44 -4.9166 4.1267 2.5852
C45 -4.0028 3.0533 2.4142
H51 -1.5014 4.7123 0.8047
H52 -3.2843 6.6524 1.2734
H53 -5.2979 6.1450 2.2602
H54 -5.9120 3.8732 2.9188
H55 -4.3082 2.0624 2.7162
F7 -4.0940 -0.5986 1.3810
C46 -3.6726 -0.9499 2.5768
C47 -2.4164 -1.5308 2.7113
C48 -1.9680 -1.9931 3.9658
C49 -2.7336 -1.6873 5.0684
C50 -3.9958 -1.1770 4.9725
C51 -4.5078 -0.8884 3.6613
H56 -1.8283 -1.4907 1.8063
H57 -0.9809 -2.4252 4.0383
H58 -2.3192 -1.9815 6.0213
H59 -4.5535 -0.9480 5.8685
H60 -5.5323 -0.5822 3.5091
F8 1.4420 -8.3741 -1.1425
C52 1.2233 -7.0593 -1.2246
C53 2.1946 -6.1313 -0.7993
C54 2.0154 -4.7765 -0.9470
C55 0.7983 -4.3458 -1.4989
C56 -0.2325 -5.2967 -1.7943
C57 -0.0253 -6.6676 -1.6306
H61 3.1029 -6.4910 -0.3388
H62 2.7794 -4.0772 -0.6408
H63 0.5097 -3.3079 -1.5759
H64 -1.2125 -4.9904 -2.1292
H65 -0.7976 -7.3650 -1.9200
F9 -4.3601 -7.4586 -1.0472
C58 -4.5049 -6.1722 -0.7132
C59 -3.4448 -5.4631 -0.1085
C60 -3.5516 -4.1005 0.0145
C61 -4.7690 -3.4470 -0.2046
C62 -5.8804 -4.0915 -0.6129
C63 -5.7125 -5.4570 -0.8814
H66 -2.5742 -6.0554 0.1315
H67 -2.6590 -3.5671 0.3062
H68 -4.8622 -2.4165 0.1048
H69 -6.8385 -3.6318 -0.8059
H70 -6.5733 -5.9579 -1.2991

Atom charges from the Mulliken analysis, given in e for atoms 1 to 8: -1.0618, 1.0476, -0.4431, -0.5380, 0.3789, 0.3386, 0.3125, -0.4973

***

Density functional theory data (ωB97M-V/def2-TZVPD) for one molecule with the formula C4H3F9O2SSi at a distorted geometry.

Summary:
SMILES   O=S(=O)([SiH3])C(F)(F)C(F)(F)C(F)(F)C(F)(F)F
Multiplicity   1
Highest occupied orbital energy   -11.146 eV

Cartesian coordinates (Å):
O1 0.5044 0.6771 3.0891
S1 -0.2280 0.0162 1.9369
O2 0.1305 -1.4445 1.8586
Si1 -2.3950 0.0529 2.3684
C1 -0.0217 0.9346 0.3183
F1 -1.1920 0.7167 -0.4290
F2 -0.0341 2.3159 0.6578
C2 1.3383 0.6390 -0.4702
F3 2.2138 -0.2335 0.1753
F4 2.0248 1.8800 -0.5637
C3 1.1647 0.1268 -1.9697
F5 0.3897 0.9967 -2.7707
F6 2.4618 0.1761 -2.5489
C4 0.6792 -1.3859 -2.1199
F7 -0.1181 -1.8446 -1.0780
F8 -0.1024 -1.4704 -3.2939
F9 1.7231 -2.3024 -2.2805
H1 -2.9701 1.1294 1.5294
H2 -2.6594 0.2207 3.7928
H3 -2.9094 -1.2010 1.7980

Atom charges from the Mulliken analysis, given in e for atoms 1 to 8: -0.6156, 0.9304, -0.5770, 0.4316, 0.5998, -0.2548, -0.2646, 0.5390

***

Density functional theory data (ωB97M-V/def2-TZVPD) for C33H38N7O2OsS2 as an isolated structure.

Summary:
Net charge   +3
Multiplicity   1
Highest occupied orbital energy (alpha / beta)   -15.653 / -15.651 eV

Cartesian coordinates (Å):
Os1 -0.4596 1.2899 -1.1080
C1 -1.1797 3.3519 -3.1238
C2 -0.0531 2.6172 -3.8194
N1 0.2107 1.3027 -3.1493
C3 1.6327 0.8756 -3.2932
C4 2.5735 1.7131 -2.4311
S1 1.7691 2.2929 -0.8985
C5 1.3964 4.0467 -1.2923
C6 -0.0764 4.3714 -1.1085
N2 -0.9916 3.3242 -1.6448
H1 -1.2416 4.3786 -3.4903
H2 -2.1330 2.8658 -3.3332
H3 -0.2972 2.4596 -4.8702
H4 0.8683 3.1934 -3.7944
H5 -0.3373 0.5984 -3.6394
H6 1.6844 -0.1691 -2.9953
H7 1.9293 0.9450 -4.3426
H8 3.4310 1.1128 -2.1325
H9 2.9579 2.5932 -2.9433
H10 1.9884 4.6552 -0.6107
H11 1.7520 4.2559 -2.2978
H12 -0.3089 4.4686 -0.0478
H13 -0.2938 5.3317 -1.5819
H14 -1.8984 3.5332 -1.2320
S2 -2.5444 0.4588 -1.3278
C7 -2.1904 -1.1809 -1.0750
N3 -3.2774 -2.0050 -0.9384
N4 -3.2641 -3.2594 -0.9811
C8 -2.3574 -4.2530 -1.4438
C9 -2.4947 -5.5029 -0.8433
C10 -1.7373 -6.5617 -1.3108
C11 -0.8952 -6.3754 -2.3984
C12 -0.8055 -5.1316 -3.0211
C13 -1.5264 -4.0555 -2.5441
N5 -0.9375 -1.6028 -0.8418
N6 -0.0542 -0.6642 -0.7741
C14 1.2634 -1.1829 -0.5357
C15 2.0916 -0.5243 0.3645
C16 3.3807 -0.9941 0.5691
C17 3.8369 -2.1071 -0.1247
C18 2.9917 -2.7742 -1.0054
C19 1.6984 -2.3219 -1.2074
H15 -4.1612 -3.6464 -0.6847
H16 -3.1837 -5.6442 -0.0185
H17 -1.8243 -7.5334 -0.8455
H18 -0.3248 -7.2093 -2.7846
H19 -0.1853 -5.0149 -3.8996
H20 -1.4926 -3.1036 -3.0540
H21 1.7040 0.3058 0.9375
H22 4.0268 -0.4924 1.2778
H23 4.8478 -2.4620 0.0251
H24 3.3448 -3.6477 -1.5367
H25 1.0322 -2.8354 -1.8864
C20 3.2569 -1.6995 4.1474
O1 2.3643 -0.6565 3.7189
C21 1.0747 -0.9908 3.4807
C22 0.5931 -2.2840 3.3380
C23 -0.7613 -2.4838 3.1139
C24 -1.6446 -1.4140 3.0404
C25 -1.1709 -0.1206 3.1717
C26 0.1863 0.0877 3.3662
N7 0.7657 1.3586 3.6361
C27 0.3618 2.5762 3.4477
C28 -0.7739 3.0847 2.7264
C29 -1.4190 4.1810 3.3311
C30 -2.6136 4.6648 2.8461
C31 -3.1729 4.0583 1.7236
C32 -2.5100 3.0377 1.0589
C33 -1.2800 2.5555 1.5153
O2 -0.5655 1.6322 0.8744
H26 2.8474 -2.2151 5.0156
H27 4.1853 -1.2057 4.4138
H28 3.4354 -2.4078 3.3382
H29 1.2583 -3.1307 3.4223
H30 -1.1315 -3.4969 3.0280
H31 -2.7054 -1.5849 2.9206
H32 -1.8593 0.7116 3.1707
H33 1.6347 1.2582 4.1584
H34 0.9539 3.3124 3.9841
H35 -0.9866 4.6149 4.2251
H36 -3.1150 5.4851 3.3386
H37 -4.1305 4.3986 1.3510
H38 -2.9627 2.5864 0.1860

Atom charges from the Mulliken analysis, given in e for atoms 1 to 8: 1.2402, -0.9627, -0.5510, -0.6296, -0.6530, -0.9157, 0.0104, -0.7921

***

Density functional theory data (ωB97M-V/def2-TZVPD) for one molecule with the formula C3H4ClN at a distorted geometry.

Summary:
Multiplicity   1
Highest occupied orbital energy   -8.753 eV

Cartesian coordinates (Å):
C1 -0.3582 1.1844 0.4981
C2 -0.4151 -0.0321 0.8602
C3 -0.4937 -1.3114 1.0245
N1 0.8173 0.2567 -2.1611
Cl1 0.3822 1.5366 -1.2608
H1 -0.6872 2.0696 0.9934
H2 -1.3158 -1.8421 0.5469
H3 0.2663 -1.9499 1.4352
H4 1.8042 0.0882 -1.9363

Atom charges from the Mulliken analysis, given in e for atoms 1 to 8: -0.2549, 0.0085, -0.4751, -0.5269, 0.1662, 0.3991, 0.2199, 0.2595